Entry 1:
ORCA calculation (ωB97M-V with the def2-TZVPD basis set) on a structure of composition CH4KO5P.

Positions of all 12 atoms, in Å:
K  0.39  -1.37  -0.06
P  -1.86  -0.95  2.64
O  -0.49  -1.73  2.56
O  -3.11  -1.89  2.64
O  -1.86  -0.04  1.32
O  -1.81  0.15  3.77
C  1.69  0.98  -1.84
O  1.33  1.65  -3.00
H  2.48  1.26  -1.14
H  0.70  0.92  -1.39
H  1.84  -0.09  -2.02
H  0.70  1.12  -3.49

The calculation puts the frontier orbital gap (spin up / spin down) at 0.169 / 0.163 hartree. As for the expectation value of S²: 0.765. The calculation puts the total energy at -36954.40579 eV. The spin multiplicity is 2. The charge is -1.

Here are the Mulliken charges for atoms 1 to 6, given in e: 0.87 0.88 -0.84 -0.71 -0.67 -0.53

---

Entry 2:
ORCA calculation (ωB97M-V with the def2-TZVPD basis set) on the ion C4H11N2O with charge -1.

Positions of all 18 atoms, in Å:
C  1.93  -0.80  -0.06
O  2.95  -0.11  -0.60
C  0.67  0.09  0.15
C  -0.67  -0.63  0.22
C  -1.87  0.29  -0.11
N  -1.88  0.92  -1.44
N  0.82  0.95  1.37
H  1.58  -1.68  -0.67
H  2.17  -1.23  0.95
H  0.72  0.79  -0.68
H  -0.89  -1.03  1.20
H  -0.62  -1.44  -0.51
H  -1.84  1.07  0.65
H  -2.78  -0.31  -0.03
H  -2.11  0.19  -2.11
H  -0.94  1.20  -1.68
H  1.72  1.41  1.21
H  1.05  0.32  2.14

The calculation puts the frontier orbital gap at 0.240 hartree. The value obtained for the energy above the lowest of the compared OMol25 structures with the same formula, charge and spin is 78.6 kJ/mol. The calculation puts the total energy at -9353.67508 eV. Its structure (SMILES) is NCC[C@@H](N)C[O-]. The charge is -1.

Here are the natural (NBO) charges for atoms 1 to 6, given in e: -0.01 -0.96 -0.10 -0.42 -0.21 -0.84

---

Entry 3:
ORCA calculation (ωB97M-V with the def2-TZVPD basis set) on an isolated molecule of C2H4O2S3.

Positions of all 11 atoms, in Å:
C  0.89  0.73  0.93
C  0.13  -0.50  0.03
O  0.26  1.72  1.19
O  -1.55  1.49  -0.75
S  0.04  -1.97  1.12
S  1.20  -0.78  -1.43
S  -1.58  -0.08  -0.29
H  1.74  0.34  1.46
H  -1.67  2.08  0.04
H  0.08  -3.00  0.03
H  0.46  -0.03  -2.32

The calculation puts the frontier orbital gap at 0.331 hartree. The value obtained for the energy above the lowest of the compared OMol25 structures with the same formula, charge and spin is 148.1 kJ/mol. The calculation puts the total energy at -38737.39927 eV. Its structure (SMILES) is O=CC(S)(S)SO.

Here are the natural (NBO) charges for atoms 1 to 6, given in e: 0.45 -0.63 -0.51 -0.86 -0.01 -0.01

---

Entry 4:
ORCA calculation (ωB97M-V with the def2-TZVPD basis set) on a structure of composition C6H15CdClINO2.

Positions of all 27 atoms, in Å:
Cd  11.68  -20.93  21.92
Cl  10.54  -22.95  21.72
I  14.16  -20.49  22.49
C  11.78  -21.41  18.76
O  11.84  -20.41  19.75
C  11.06  -19.27  19.41
C  10.90  -18.36  20.63
N  10.40  -19.19  21.78
C  10.55  -18.44  23.05
C  10.30  -19.34  24.27
O  11.11  -20.50  24.16
C  11.07  -21.39  25.26
H  12.09  -21.06  17.77
H  10.76  -21.81  18.67
H  12.35  -22.27  19.11
H  10.07  -19.59  19.07
H  11.54  -18.75  18.58
H  10.14  -17.60  20.43
H  11.85  -17.89  20.88
H  9.40  -19.26  21.59
H  9.88  -17.57  23.09
H  11.57  -18.08  23.18
H  9.25  -19.61  24.38
H  10.60  -18.81  25.18
H  11.44  -22.36  24.95
H  10.07  -21.46  25.70
H  11.74  -21.01  26.04

The calculation puts the frontier orbital gap at 0.313 hartree. The value obtained for the energy above the lowest of the compared OMol25 structures with the same formula, charge and spin is 9.8 kJ/mol. The calculation puts the total energy at -37239.24454 eV.

Here are the natural (NBO) charges for atoms 1 to 6, given in e: 1.51 -0.83 -0.76 -0.26 -0.59 -0.07

---

Entry 5:
ORCA calculation (ωB97M-V with the def2-TZVPD basis set) on a cluster of 2 separate species, C4H15N2O2 in total.

Positions of all 23 atoms, in Å:
N  1.34  -0.28  -0.17
C  0.02  -0.22  0.57
C  0.09  -0.92  1.91
O  0.63  -2.16  1.60
C  -0.38  1.25  0.52
N  -0.27  1.78  -0.88
C  -0.12  3.21  -0.99
H  1.15  -0.23  -1.21
H  1.90  -1.14  -0.02
H  1.92  0.55  0.02
H  -0.70  -0.92  -0.06
H  -0.92  -0.91  2.40
H  0.65  -0.36  2.62
H  0.37  -2.89  2.22
H  -1.47  1.32  0.84
H  0.23  1.90  1.14
H  -0.96  1.39  -1.53
H  0.94  3.34  -1.32
H  -0.42  3.70  -0.11
H  -0.92  3.74  -1.56
H  -2.09  -2.40  -1.88
H  -0.96  -2.40  -2.86
O  -1.12  -2.23  -2.02

The calculation puts the frontier orbital gap (spin up / spin down) at 0.410 / 0.215 hartree. As for the expectation value of S²: 0.754. The value obtained for the energy above the lowest of the compared OMol25 structures with the same formula, charge and spin is 241.3 kJ/mol. The calculation puts the total energy at -11446.31489 eV. The spin multiplicity is 2. The charge is +2.

Here are the natural (NBO) charges for atoms 1 to 6, given in e: -0.69 -0.10 -0.08 -0.73 -0.30 -0.11

---

Entry 6:
ORCA calculation (ωB97M-V with the def2-TZVPD basis set) on a structure of composition C41H43HfN7O6.

Positions of all 98 atoms, in Å:
Hf  0.08  -0.28  -0.08
C  -2.54  3.29  -0.90
C  -1.54  2.33  -0.35
N  -1.30  1.17  -0.88
N  -1.91  0.76  -2.02
C  -1.57  -0.48  -2.37
O  -0.79  -1.22  -1.67
C  -2.16  -0.99  -3.62
C  -3.24  -0.33  -4.23
C  -3.80  -0.84  -5.38
C  -3.30  -2.00  -5.95
C  -2.23  -2.65  -5.36
C  -1.67  -2.16  -4.20
C  -0.79  2.61  0.87
C  -0.98  3.78  1.62
C  -0.27  3.95  2.79
C  0.63  2.98  3.19
C  0.79  1.86  2.39
N  0.10  1.66  1.27
H  -2.91  2.88  -1.84
H  -2.12  4.27  -1.08
H  -3.38  3.40  -0.21
H  -3.63  0.57  -3.77
H  -4.64  -0.33  -5.84
H  -3.75  -2.41  -6.84
H  -1.84  -3.56  -5.81
H  -0.85  -2.67  -3.72
H  -1.69  4.51  1.29
H  -0.43  4.84  3.39
H  1.19  3.09  4.11
H  1.49  1.08  2.65
C  -3.72  -1.90  5.00
O  -3.42  -3.24  5.31
C  -2.92  -4.14  4.42
C  -3.00  -5.47  4.84
C  -2.50  -6.50  4.08
C  -1.94  -6.24  2.84
C  -1.88  -4.94  2.39
C  -2.33  -3.88  3.18
N  -2.17  -2.55  2.68
C  -1.05  -1.99  2.19
N  0.07  -2.72  2.27
C  1.41  -2.44  1.87
C  1.64  -1.50  0.84
C  2.98  -1.30  0.46
C  4.02  -2.01  1.04
C  3.76  -2.92  2.03
C  2.45  -3.16  2.47
O  2.41  -4.11  3.44
C  1.32  -4.41  4.27
N  -1.05  -0.75  1.73
C  -2.33  -0.14  1.61
C  -2.77  0.89  2.42
C  -4.03  1.43  2.21
C  -4.83  0.96  1.19
C  -4.42  -0.10  0.39
C  -3.19  -0.67  0.62
O  -2.63  -1.75  -0.02
C  -3.47  -2.72  -0.65
H  -4.19  -1.51  5.91
H  -4.45  -1.83  4.19
H  -2.83  -1.31  4.78
H  -3.45  -5.65  5.80
H  -2.55  -7.51  4.45
H  -1.57  -7.04  2.22
H  -1.48  -4.71  1.41
H  -2.99  -1.96  2.68
H  -0.06  -3.62  2.72
H  3.21  -0.59  -0.33
H  5.04  -1.85  0.72
H  4.54  -3.50  2.50
H  1.75  -4.95  5.12
H  0.61  -5.09  3.79
H  0.82  -3.52  4.65
H  -2.12  1.25  3.21
H  -4.40  2.21  2.87
H  -5.80  1.39  1.02
H  -5.07  -0.47  -0.39
H  -3.31  -2.70  -1.73
H  -4.52  -2.55  -0.43
H  -3.18  -3.69  -0.25
O  1.41  -0.01  -1.97
C  1.68  1.20  -1.93
O  1.47  1.93  -0.93
C  2.31  1.92  -3.16
N  2.63  3.29  -2.66
C  4.12  3.45  -2.63
C  4.64  2.02  -2.66
C  3.65  1.31  -3.58
H  1.58  1.93  -3.97
H  2.22  3.24  -1.68
H  2.18  4.02  -3.20
H  4.42  4.00  -1.73
H  4.44  4.01  -3.51
H  4.61  1.59  -1.66
H  5.66  1.97  -3.03
H  3.66  0.23  -3.45
H  3.87  1.54  -4.62

The calculation puts the frontier orbital gap at 0.241 hartree. The calculation puts the total energy at -67227.57989 eV. The charge is +2.

Here are the Mulliken charges for atoms 1 to 6, given in e: 0.18 -1.83 1.04 1.81 -1.88 0.71

---

Entry 7:
ORCA calculation (ωB97M-V with the def2-TZVPD basis set) on the ion C3H6N3 with charge +1.

Positions of all 12 atoms, in Å:
C  -1.80  -0.81  0.97
C  -0.59  0.77  0.01
C  1.50  -0.41  -0.58
N  -0.36  -1.40  0.42
N  -1.74  0.45  0.65
N  0.16  -0.33  -0.07
H  -2.51  -1.42  1.47
H  -0.33  1.74  -0.35
H  1.76  -1.46  -0.67
H  1.60  0.09  -1.54
H  2.18  0.06  0.14
H  -2.47  1.13  0.85

The calculation puts the frontier orbital gap at 0.392 hartree. The value obtained for the energy above the lowest of the compared OMol25 structures with the same formula, charge and spin is 148.7 kJ/mol. The calculation puts the total energy at -7669.83469 eV. Its structure (SMILES) is C[n+]1c[nH]cn1. The charge is +1.

Here are the natural (NBO) charges for atoms 1 to 6, given in e: 0.19 0.15 -0.43 -0.14 -0.45 -0.08

---

Entry 8:
ORCA calculation (ωB97M-V with the def2-TZVPD basis set) on a structure of composition C6H9N3O2Si.

Positions of all 21 atoms, in Å:
C  2.39  0.23  1.78
C  1.49  1.32  1.88
C  2.33  -0.84  0.89
C  0.29  1.32  1.21
C  0.33  -0.23  -0.03
C  -0.80  -1.95  -2.00
N  1.28  -0.98  0.04
N  -2.71  -0.47  -0.49
N  -0.58  2.30  0.82
O  -1.78  2.04  0.93
O  -0.06  3.14  0.19
Si  -1.12  -0.30  -1.24
H  3.28  0.20  2.50
H  1.85  2.12  2.59
H  3.25  -1.50  0.76
H  -0.23  -2.62  -1.44
H  -1.75  -2.31  -2.47
H  -0.14  -1.87  -2.86
H  -3.46  -0.52  -1.13
H  -2.95  -0.05  0.33
H  -0.90  0.97  -2.26

The calculation puts the frontier orbital gap at 0.319 hartree. The value obtained for the energy above the lowest of the compared OMol25 structures with the same formula, charge and spin is 246.0 kJ/mol. The calculation puts the total energy at -22804.96738 eV.

Here are the natural (NBO) charges for atoms 1 to 6, given in e: -0.20 -0.26 -0.02 0.06 0.02 -1.12